Molecular formula: C21H31N3O5S
Method: DFT, ωB97M-V/def2-TZVPD

Results
LUMO level (eV): 0.16
Relative energy (zero: lowest compared OMol25 entry of this formula, charge and spin) (kcal per mole): 53.5
SMILES: CCN(CC)S(=O)(=O)c1ccc2oc(C(=O)NCCCN3CCOCC3)c(C)c2c1
2S+1: 1
E_tot (Ha): -1757.45867

XYZ file:
```
61
C21H31N3O5S | the OMol25 dataset | ωB97M-V/def2-TZVPD
C -5.58 1.75 -0.89
H -6.05 2.71 -1.09
H -4.97 1.84 0.01
H -4.94 1.49 -1.72
C -6.65 0.69 -0.69
N -6.07 -0.64 -0.63
S -5.16 -0.90 0.76
O -5.09 -2.32 0.99
O -5.60 -0.06 1.84
C -3.52 -0.38 0.25
C -2.79 0.44 1.08
C -1.51 0.80 0.65
C -1.02 0.32 -0.59
C -1.78 -0.52 -1.41
C -3.04 -0.86 -0.96
H -3.68 -1.50 -1.55
H -1.38 -0.87 -2.34
O 0.22 0.78 -0.81
C 0.56 1.56 0.27
C -0.45 1.60 1.19
C -0.48 2.33 2.49
H -1.31 3.04 2.50
H -0.64 1.62 3.30
H 0.45 2.85 2.64
C 1.88 2.20 0.29
O 2.28 2.87 1.23
N 2.60 1.99 -0.83
H 2.23 1.38 -1.54
C 3.96 2.45 -0.99
H 4.18 3.07 -0.12
H 4.02 3.07 -1.89
C 4.95 1.29 -1.09
C 5.01 0.49 0.21
N 5.63 -0.81 0.02
C 7.07 -0.73 -0.18
C 7.61 -2.12 -0.47
O 7.33 -3.02 0.58
C 5.94 -3.09 0.80
C 5.35 -1.72 1.12
H 4.27 -1.80 1.25
H 5.80 -1.35 2.06
H 5.79 -3.78 1.63
H 5.44 -3.49 -0.10
H 8.70 -2.10 -0.57
H 7.17 -2.50 -1.41
H 7.28 -0.08 -1.03
H 7.57 -0.32 0.71
H 5.53 1.08 0.99
H 3.99 0.31 0.56
H 5.93 1.70 -1.33
H 4.65 0.62 -1.90
H -3.20 0.78 2.01
C -6.92 -1.74 -1.02
C -8.15 -1.91 -0.15
H -7.84 -2.03 0.89
H -8.81 -1.05 -0.22
H -8.70 -2.80 -0.45
H -7.20 -1.59 -2.07
H -6.30 -2.64 -0.95
H -7.35 0.70 -1.54
H -7.21 0.91 0.23
```

natural (NBO) population analysis, charges in e, atoms 1 to 6: C -0.617; H 0.217; H 0.216; H 0.210; C -0.227; N -0.690

Molecular formula: C24H37IrNPS4Te
Method: DFT, ωB97M-V/def2-TZVPD

Results
LUMO level (spin up / spin down) (eV): -4.31 / -4.88
Relative energy (zero: lowest compared OMol25 entry of this formula, charge and spin) (kcal per mole): 26.1
2S+1: 2
Total charge: +1
E_tot (Ha): -3297.77793

XYZ file:
```
69
C24H37IrNPS4Te | the OMol25 dataset | ωB97M-V/def2-TZVPD
Ir 1.14 1.01 0.27
C -2.99 2.10 2.67
C -1.61 1.49 2.41
C -1.50 0.12 3.09
P -1.13 1.34 0.63
C -2.10 2.59 -0.29
C -1.99 2.35 -1.80
C -1.69 4.02 0.06
C -1.80 -0.25 0.12
C -3.15 -0.61 0.17
C -3.57 -1.88 -0.17
C -5.01 -2.29 -0.09
C -2.59 -2.80 -0.59
C -1.26 -2.45 -0.67
C -0.84 -1.16 -0.31
N 0.50 -0.76 -0.37
C 1.37 -1.52 -1.24
C 2.28 -2.42 -0.69
C 2.32 -2.66 0.80
C 3.13 -3.11 -1.54
C 3.10 -2.93 -2.92
C 4.02 -3.69 -3.83
C 2.17 -2.03 -3.44
C 1.29 -1.32 -2.62
C 0.34 -0.32 -3.21
H -3.19 2.06 3.74
H -3.77 1.53 2.17
H -3.06 3.14 2.36
H -0.85 2.16 2.84
H -2.40 -0.47 2.90
H -1.38 0.23 4.17
H -0.65 -0.47 2.71
H -3.13 2.42 0.03
H -0.95 2.43 -2.13
H -2.57 3.10 -2.33
H -2.37 1.36 -2.08
H -0.74 4.28 -0.41
H -1.58 4.18 1.14
H -2.45 4.72 -0.30
H -3.89 0.12 0.47
H -5.63 -1.47 0.28
H -5.14 -3.14 0.59
H -5.39 -2.60 -1.06
H -2.89 -3.81 -0.85
H -0.52 -3.18 -1.00
H 1.52 -3.34 1.10
H 2.19 -1.73 1.35
H 3.27 -3.12 1.09
H 3.84 -3.81 -1.12
H 4.92 -4.01 -3.31
H 4.32 -3.08 -4.69
H 3.52 -4.58 -4.22
H 2.13 -1.86 -4.51
H 0.39 -0.34 -4.30
H 0.59 0.69 -2.88
H -0.69 -0.52 -2.91
S 3.41 0.76 -0.45
S 3.06 1.79 -2.06
S 1.84 3.25 -1.65
S 1.83 3.25 0.32
C 3.98 0.88 2.85
Te 1.86 0.92 2.86
C 1.80 2.95 3.49
H 4.36 1.41 1.98
H 4.30 -0.16 2.83
H 4.32 1.36 3.77
H 1.90 2.98 4.57
H 0.86 3.40 3.18
H 2.63 3.48 3.02
```

natural (NBO) population analysis, charges in e, atoms 1 to 6: Ir 0.225; C -0.613; C -0.523; C -0.618; P 1.174; C -0.533

Molecular formula: C4H5N3
Method: DFT, ωB97M-V/def2-TZVPD

Results
LUMO level (eV): 0.58
Relative energy (zero: lowest compared OMol25 entry of this formula, charge and spin) (kcal per mole): 46.3
SMILES: CNC(C#N)C#N
2S+1: 1
E_tot (Ha): -319.63845

XYZ file:
```
12
C4H5N3 | the OMol25 dataset | ωB97M-V/def2-TZVPD
C 1.37 -0.85 -0.44
N 0.56 0.36 -0.42
C -0.54 0.39 0.52
C -0.94 1.80 0.72
N -1.16 2.92 0.86
C -1.67 -0.49 0.14
N -2.46 -1.26 -0.23
H 1.19 -1.44 0.46
H 2.43 -0.57 -0.45
H 1.17 -1.50 -1.30
H 0.23 0.62 -1.34
H -0.17 0.03 1.49
```

natural (NBO) population analysis, charges in e, atoms 1 to 6: C -0.421; N -0.585; C -0.228; C 0.275; N -0.265; C 0.247

Molecular formula: C4H15NO2
Method: DFT, ωB97M-V/def2-TZVPD

Results
LUMO level (eV): 0.61
Relative energy (zero: lowest compared OMol25 entry of this formula, charge and spin) (kcal per mole): 43.4
SMILES: CCCNC.O.O
2S+1: 1
E_tot (Ha): -366.58196

XYZ file:
```
22
C4H15NO2 | the OMol25 dataset | ωB97M-V/def2-TZVPD
C -1.40 -1.82 0.97
C -1.73 -0.32 0.71
C -0.42 0.53 0.40
N 0.01 0.57 -0.97
C 1.48 0.59 -1.15
H -0.47 -1.99 1.43
H -2.20 -2.13 1.69
H -1.63 -2.55 0.17
H -2.46 -0.29 -0.13
H -2.05 0.11 1.65
H -0.44 1.60 0.75
H 0.35 0.20 1.13
H -0.32 -0.20 -1.49
H 1.78 1.64 -1.09
H 2.14 -0.06 -0.60
H 1.72 0.44 -2.27
H -1.40 3.42 -2.63
H -0.41 2.39 -1.93
O -0.49 2.94 -2.77
H 2.53 -1.58 2.68
H 2.75 -3.01 2.42
O 2.05 -2.43 2.70
```

natural (NBO) population analysis, charges in e, atoms 1 to 6: C -0.628; C -0.407; C -0.212; N -0.648; C -0.435; H 0.222

Molecular formula: C34H55BBrFIN4O4P2S
Method: DFT, ωB97M-V/def2-TZVPD

Results
LUMO level (eV): -2.43
Relative energy (zero: lowest compared OMol25 entry of this formula, charge and spin) (kcal per mole): 0.0
2S+1: 1
Total charge: +1
E_tot (Ha): -5925.64216

XYZ file:
```
104
C34H55BBrFIN4O4P2S | the OMol25 dataset | ωB97M-V/def2-TZVPD
C -3.79 -0.29 1.89
C -3.01 0.20 0.92
C -2.42 -0.54 -0.20
C -3.06 -1.57 -0.91
I -5.01 -2.17 -0.35
C -2.42 -2.22 -1.98
P -3.34 -3.58 -2.83
N -4.63 -3.09 -3.59
C -1.13 -1.84 -2.39
C -0.40 -2.50 -3.54
C -0.65 -1.76 -4.87
C -2.06 -1.24 -5.09
Br -0.20 -2.93 -6.37
C -0.51 -0.82 -1.68
C -1.12 -0.19 -0.60
N -0.46 0.82 0.16
C 0.56 0.24 1.07
C 0.12 1.85 -0.67
C 0.89 1.53 -1.78
C 1.44 2.51 -2.61
C 2.22 2.08 -3.84
F 2.85 3.12 -4.50
C 1.36 1.38 -4.88
C 2.22 0.49 -5.80
C 1.23 3.85 -2.23
O 1.76 4.88 -2.97
C 3.15 5.15 -2.72
C 3.43 6.27 -1.72
C 3.96 5.73 -0.39
C 3.97 6.76 0.76
C 0.46 4.18 -1.12
B 0.17 5.71 -0.77
O 0.79 6.37 0.25
O -0.76 6.40 -1.51
C -0.13 3.18 -0.32
P -1.19 3.48 1.18
N -2.62 4.20 0.53
O -0.48 4.68 2.03
S 1.12 -0.22 -2.09
H -4.67 0.28 2.17
H -3.58 -1.18 2.47
H -2.80 1.27 0.92
H -3.62 -4.54 -1.83
H -2.45 -4.17 -3.73
H -5.43 -3.56 -3.19
H 0.67 -2.50 -3.37
H -0.69 -3.54 -3.63
H 0.02 -0.92 -4.91
H -2.83 -2.00 -5.02
H -2.29 -0.41 -4.42
H -2.14 -0.83 -6.10
H 0.31 0.47 2.11
H 0.60 -0.84 0.92
H 1.55 0.62 0.83
H 3.02 1.41 -3.52
H 0.54 0.86 -4.41
H 0.92 2.19 -5.47
H 3.26 0.75 -5.66
H 2.00 0.71 -6.84
H 2.09 -0.56 -5.58
H 3.58 5.41 -3.68
H 3.65 4.24 -2.37
H 2.59 6.96 -1.60
H 4.24 6.86 -2.16
H 4.98 5.39 -0.54
H 3.38 4.85 -0.10
H 4.94 6.82 1.24
H 3.65 7.75 0.40
H 3.27 6.45 1.53
H 1.00 7.27 -0.06
H -0.72 6.09 -2.42
H -2.47 5.15 0.19
H -2.98 3.62 -0.22
H -0.90 5.54 1.88
C -1.54 -3.83 1.40
C -2.20 -3.73 2.77
C -1.42 -2.90 3.78
C 0.04 -3.24 4.08
N 0.35 -4.58 4.70
C 1.80 -4.54 5.18
C 1.74 -3.97 6.58
C 0.46 -4.59 7.16
C -0.45 -4.87 5.96
C 0.24 -5.70 3.72
H -0.51 -4.17 1.45
H -2.08 -4.53 0.76
H -1.55 -2.85 0.91
H -2.42 -4.73 3.17
H -3.18 -3.26 2.64
H -1.99 -2.84 4.71
H -1.40 -1.87 3.42
H 0.40 -2.49 4.79
H 0.65 -3.16 3.19
H 2.17 -5.56 5.20
H 2.39 -3.95 4.48
H 1.66 -2.89 6.56
H 2.62 -4.23 7.17
H -0.01 -3.94 7.89
H 0.68 -5.53 7.68
H -1.34 -4.24 5.97
H -0.76 -5.91 5.92
H 0.85 -5.46 2.85
H -0.80 -5.84 3.44
H 0.60 -6.61 4.19
```

Mulliken population analysis, charges in e, atoms 1 to 6: C -1.103; C -0.288; C 0.554; C -0.289; I 0.062; C 1.739

Molecular formula: C4H10O2
Method: DFT, ωB97M-V/def2-TZVPD

Results
LUMO level (eV): 0.82
Relative energy (zero: lowest compared OMol25 entry of this formula, charge and spin) (kcal per mole): 60.0
SMILES: CC(C)=O.CO
2S+1: 1
E_tot (Ha): -308.80248

XYZ file:
```
16
C4H10O2 | the OMol25 dataset | ωB97M-V/def2-TZVPD
C -1.15 1.64 -1.84
O -1.38 0.58 -0.95
C 0.67 -0.67 -0.42
C 0.61 -0.36 1.01
C 1.21 -1.36 1.94
O 0.00 0.64 1.38
H -0.10 2.01 -1.85
H -1.38 1.28 -2.85
H -1.81 2.47 -1.58
H 0.85 0.22 -1.05
H 1.09 -1.56 -0.87
H -0.38 -1.07 -0.02
H 0.60 -1.46 2.83
H 2.17 -0.89 2.18
H 1.40 -2.33 1.47
H -1.03 0.85 -0.07
```

natural (NBO) population analysis, charges in e, atoms 1 to 6: C -0.250; O -0.758; C -0.657; C 0.543; C -0.703; O -0.632

Molecular formula: C23H44Cl8O12
Method: DFT, ωB97M-V/def2-TZVPD

Results
LUMO level (eV): 0.38
Relative energy (zero: lowest compared OMol25 entry of this formula, charge and spin) (kcal per mole): 0.0
SMILES: CCOC(=O)OC.CCOC(=O)OC.CCOC(=O)OC.O=C1OCCO1.ClCCCl.ClCCCl.ClCCCl.ClCCCl
2S+1: 1
E_tot (Ha): -5487.23446

XYZ file:
```
87
C23H44Cl8O12 | the OMol25 dataset | ωB97M-V/def2-TZVPD
Cl 1.00 -6.93 -0.60
C 1.39 -5.78 0.73
C 0.74 -4.42 0.47
Cl -1.07 -4.45 0.35
H 2.47 -5.72 0.86
H 0.97 -6.19 1.64
H 1.05 -4.02 -0.49
H 0.92 -3.72 1.27
Cl 5.42 -1.35 3.87
C 5.52 -1.69 2.13
C 4.17 -1.98 1.53
Cl 3.42 -3.41 2.34
H 6.19 -2.52 1.92
H 5.97 -0.84 1.61
H 4.31 -2.33 0.51
H 3.50 -1.12 1.60
Cl -1.10 -8.51 -4.89
C -0.23 -7.38 -3.84
C 0.81 -6.64 -4.67
Cl 2.05 -7.68 -5.41
H 0.17 -7.99 -3.04
H -0.89 -6.64 -3.39
H 1.41 -6.04 -3.98
H 0.36 -5.98 -5.40
Cl 0.48 -3.88 3.96
C -0.47 -5.13 4.76
C -0.93 -4.59 6.12
Cl -2.31 -3.51 5.98
H 0.13 -6.03 4.83
H -1.35 -5.40 4.17
H -0.11 -4.08 6.63
H -1.29 -5.42 6.73
C -2.59 -3.12 -2.21
C -1.70 -1.91 -1.93
O -0.68 -1.99 -2.91
C -0.71 -3.23 -3.44
O 0.10 -3.60 -4.23
O -1.74 -3.96 -3.00
H -3.48 -2.79 -2.76
H -2.95 -3.65 -1.34
H -1.34 -2.00 -0.90
H -2.32 -1.03 -2.05
C 6.22 -6.42 2.11
C 5.21 -6.37 0.97
O 4.42 -7.54 0.88
C 3.42 -7.71 1.71
O 3.04 -6.90 2.52
O 2.87 -8.88 1.44
C 1.69 -9.27 2.11
H 6.93 -7.22 1.88
H 5.78 -6.65 3.07
H 6.77 -5.49 2.21
H 5.69 -6.21 0.01
H 4.56 -5.52 1.16
H 1.64 -8.81 3.09
H 1.68 -10.35 2.27
H 0.79 -8.98 1.56
C 4.18 -6.95 -2.18
C 4.90 -5.76 -2.80
O 4.05 -4.70 -3.20
C 3.59 -3.92 -2.22
O 3.77 -4.11 -1.04
O 2.94 -2.93 -2.76
C 2.53 -1.85 -1.92
H 3.53 -7.39 -2.94
H 3.50 -6.60 -1.40
H 4.83 -7.71 -1.77
H 5.43 -6.15 -3.67
H 5.70 -5.39 -2.15
H 3.38 -1.20 -1.70
H 2.11 -2.25 -1.00
H 1.79 -1.29 -2.48
C 1.32 -10.48 -1.34
C -0.13 -10.93 -1.20
O -1.09 -9.90 -0.97
C -1.18 -9.44 0.27
O -0.74 -9.93 1.28
O -1.75 -8.24 0.19
C -2.05 -7.56 1.39
H 1.76 -10.05 -0.45
H 1.45 -9.74 -2.13
H 1.88 -11.40 -1.50
H -0.15 -11.64 -0.37
H -0.41 -11.53 -2.06
H -1.22 -7.57 2.09
H -2.90 -8.05 1.89
H -2.37 -6.56 1.14
```

Mulliken population analysis, charges in e, atoms 1 to 6: Cl 0.547; C 1.363; C 0.355; Cl -0.326; H -1.805; H 0.382

Molecular formula: C43H45BF4N3O3SSbSiTl
Method: DFT, ωB97M-V/def2-TZVPD

Results
LUMO level (eV): 1.98
Relative energy (zero: lowest compared OMol25 entry of this formula, charge and spin) (kcal per mole): 28.6
2S+1: 1
Total charge: -1
E_tot (Ha): -3580.69406

XYZ file:
```
103
C43H45BF4N3O3SSbSiTl | the OMol25 dataset | ωB97M-V/def2-TZVPD
Tl -1.14 0.11 1.08
C -1.39 2.12 5.51
C -0.99 1.94 4.18
N -1.82 1.59 3.23
C -3.14 1.45 3.51
C -3.64 1.65 4.81
C -2.70 1.96 5.83
C -5.03 1.62 5.06
C -5.87 1.47 3.99
C -5.40 1.28 2.68
C -4.03 1.17 2.39
N -3.43 0.93 1.21
C -4.06 0.67 0.03
C -5.34 0.20 -0.21
C -5.86 0.06 -1.51
C -5.12 0.37 -2.61
C -3.77 0.76 -2.44
C -2.92 1.00 -3.53
C -1.61 1.32 -3.32
C -1.14 1.36 -2.00
N -1.91 1.13 -0.95
C -3.24 0.88 -1.14
H -0.65 2.39 6.26
H 0.04 2.08 3.87
H -3.06 2.08 6.84
H -5.41 1.75 6.07
H -6.94 1.51 4.14
H -6.12 1.22 1.89
H -5.95 -0.13 0.62
H -6.87 -0.31 -1.62
H -5.52 0.28 -3.61
H -3.31 0.91 -4.53
H -0.92 1.51 -4.13
H -0.10 1.58 -1.81
C 2.19 0.55 4.33
S 2.08 0.32 2.57
O 3.42 0.56 2.07
O 1.60 -1.04 2.38
O 1.09 1.32 2.10
H 2.96 -0.12 4.70
H 1.23 0.32 4.79
H 2.47 1.59 4.53
C -1.01 -1.82 4.04
Si -1.59 -2.14 2.30
C -0.56 -3.41 1.42
C -3.43 -2.29 2.21
H -1.16 -2.72 4.63
H -1.56 -1.00 4.50
H 0.06 -1.59 4.03
H -0.56 -4.34 2.01
H 0.46 -3.04 1.36
H -0.95 -3.62 0.43
H -3.71 -3.19 2.77
H -3.79 -2.40 1.19
H -3.92 -1.43 2.68
F -3.13 -2.22 -2.81
B -3.08 -2.74 -1.51
F -2.32 -1.82 -0.69
F -4.36 -2.86 -0.97
F -2.41 -3.97 -1.50
C 4.08 -0.94 -3.88
C 2.70 -1.54 -3.76
C 2.29 -2.46 -4.72
C 1.04 -3.05 -4.69
C 0.15 -2.73 -3.68
C 0.54 -1.81 -2.71
C 1.80 -1.21 -2.73
Sb 2.12 0.11 -1.06
C 4.21 -0.30 -0.80
C 5.18 0.67 -1.06
C 6.52 0.39 -0.86
C 6.91 -0.86 -0.41
C 5.94 -1.82 -0.14
C 4.59 -1.55 -0.33
C 3.57 -2.61 0.00
C 2.36 1.93 -2.21
C 2.13 1.94 -3.58
C 2.12 3.13 -4.30
C 2.35 4.33 -3.64
C 2.57 4.33 -2.27
C 2.57 3.14 -1.54
C 2.78 3.18 -0.05
H 4.42 -1.00 -4.91
H 4.80 -1.48 -3.26
H 4.11 0.10 -3.56
H 2.98 -2.71 -5.52
H 0.76 -3.76 -5.46
H -0.84 -3.16 -3.63
H -0.17 -1.59 -1.92
H 4.89 1.64 -1.44
H 7.27 1.16 -1.07
H 7.96 -1.08 -0.25
H 6.24 -2.79 0.22
H 4.05 -3.51 0.39
H 2.99 -2.89 -0.88
H 2.87 -2.24 0.76
H 1.94 1.01 -4.11
H 1.95 3.11 -5.37
H 2.34 5.26 -4.19
H 2.75 5.26 -1.76
H 3.16 4.16 0.26
H 3.49 2.42 0.29
H 1.86 2.98 0.49
```

Mulliken population analysis, charges in e, atoms 1 to 6: Tl 1.419; C -0.918; C -0.857; N 0.104; C 0.511; C 1.581